{"formula": "C3H5IO3", "method": "wB97M-V/def2-TZVPD", "homo_lumo_gap_ev": 9.90, "de_lowest_kcal_mol": 37.8, "energy_ev": -17432.849, "symbols": ["C", "C", "C", "O", "O", "O", "I", "H", "H", "H", "H", "H"], "coordinates": [[-0.9016, 2.3869, 0.9377], [0.5860, -0.3907, -0.4374], [1.4203, 0.4827, 0.3645], [-0.6733, 3.4674, 1.1902], [-0.7249, -0.4802, 0.0391], [0.8991, 1.0599, 1.3442], [-2.1034, -3.4020, -1.5434], [0.4777, -0.3390, -1.4742], [0.9691, -1.4116, -0.2822], [2.4820, 0.3661, 0.3930], [-0.9442, 0.5390, 0.2251], [-1.4867, -2.2785, -0.7565]]}



{"formula": "C4H5Cl2NO2", "method": "wB97M-V/def2-TZVPD", "homo_lumo_gap_ev": [9.07, 6.70], "de_lowest_kcal_mol": 26.2, "energy_ev": -34854.224, "symbols": ["C", "C", "C", "C", "N", "O", "O", "Cl", "Cl", "H", "H", "H", "H", "H"], "coordinates": [[-1.1352, -0.8506, 0.6127], [-0.1625, -0.2413, -0.5773], [0.9116, 0.4895, 0.1222], [0.8400, 1.9208, 0.3318], [-0.9529, -0.7629, 1.8545], [-0.0029, -0.1870, 2.4735], [1.9531, -0.2986, 0.3850], [0.6822, 2.6549, -1.4314], [2.1960, 2.5348, 1.2056], [-2.0491, -1.1049, 0.1175], [0.1415, -1.1141, -1.2219], [-0.9882, 0.4069, -1.0491], [0.0134, 2.3752, 0.8155], [2.5540, -0.0192, 1.0850]]}



| no. | maximum force (hartree/bohr) |
| --- | --- |
| 1 | 0.08544 |
| 2 | 0.04594 |